Entry from the OMol25 dataset: a cluster of 2 separate species, C5H12ClOP in total at a distorted geometry (ωB97M-V/def2-TZVPD).

Each line ends with the Löwdin charge.
CARTESIAN COORDINATES (ANGSTROEM)
C  1.524  1.339  -0.624  -0.160
C  -1.551  -1.076  -1.087  -0.258
C  -1.864  -0.861  1.524  -0.300
C  1.751  0.193  -1.411  -0.307
C  2.262  -0.936  -0.947  -0.643
O  -3.464  0.472  0.064  -0.349
P  -1.896  0.337  0.106  0.731
Cl  2.172  -1.501  0.622  0.654
H  1.464  0.917  0.429  0.065
H  2.306  2.162  -0.722  0.109
H  0.625  1.888  -0.944  0.055
H  -1.475  -0.766  -2.072  -0.007
H  -0.688  -1.597  -0.751  -0.002
H  -2.555  -1.635  -0.968  0.070
H  -0.930  -1.520  1.587  0.049
H  -2.113  -0.420  2.437  -0.011
H  -2.767  -1.577  1.352  0.072
H  1.937  0.183  -2.467  0.103
H  -3.698  0.606  0.996  0.053
H  2.524  -1.808  -1.595  0.076

Total charge: 0
LUMO level (eV): 0.880
SMILES string: C/C=C\Cl.CP(C)O
Frontier orbital gap (eV): 9.2
Energy above the lowest of the compared OMol25 structures with the same formula, charge and spin (kcal/mol): 56.8
Spin multiplicity: 1

***

Entry from the OMol25 dataset: a structure of composition F6H12N3Na2O18S6 at a distorted geometry (ωB97M-V/def2-TZVPD).

Each line ends with the Löwdin charge.
CARTESIAN COORDINATES (ANGSTROEM)
Na  2.214  -0.295  -3.407  0.661
Na  0.308  2.326  -1.357  0.747
N  0.800  -0.067  -1.579  -0.342
S  -0.677  -0.734  -2.045  0.564
O  -1.813  0.078  -1.880  -0.228
O  -0.749  -2.141  -2.026  -0.207
F  -0.369  -0.454  -3.625  -0.220
S  0.835  -0.799  -0.124  0.457
O  1.379  -2.103  -0.082  -0.226
O  -0.218  -0.460  0.733  -0.174
F  2.009  0.103  0.437  -0.159
N  4.901  2.881  2.963  -0.315
S  3.889  2.026  3.895  0.478
O  3.054  2.804  4.737  -0.270
O  4.373  0.763  4.317  -0.283
F  2.905  1.599  2.690  -0.241
S  6.348  2.551  3.553  0.469
O  7.015  1.400  3.037  -0.296
O  6.498  2.864  4.940  -0.299
F  7.118  3.793  2.867  -0.225
N  -5.198  1.488  0.863  -0.303
S  -6.126  2.163  2.022  0.476
O  -5.384  3.033  2.879  -0.295
O  -7.182  1.383  2.555  -0.279
F  -6.864  3.205  1.053  -0.217
S  -4.264  0.505  1.708  0.457
O  -4.910  -0.576  2.362  -0.274
O  -3.143  1.161  2.296  -0.293
F  -3.596  -0.233  0.432  -0.233
O  1.521  -2.222  -4.651  -0.039
H  0.937  -1.957  -5.367  0.061
H  1.891  -3.062  -4.937  0.075
O  4.089  -1.676  -1.089  -0.051
H  3.299  -2.153  -0.811  0.002
H  4.150  -0.943  -0.468  0.040
O  -1.256  2.367  -3.591  -0.044
H  -1.824  3.138  -3.676  0.068
H  -1.755  1.646  -3.986  0.038
O  1.150  -3.808  2.950  -0.050
H  0.833  -2.978  2.583  0.018
H  1.329  -4.356  2.182  0.026
O  -1.641  -4.880  -1.653  -0.056
H  -2.592  -4.747  -1.644  0.036
H  -1.276  -4.005  -1.808  -0.023
O  -4.375  0.499  -2.635  -0.046
H  -3.603  0.979  -2.318  -0.006
H  -4.029  -0.106  -3.295  0.022

Total charge: -1
LUMO level (eV): -1.133
Frontier orbital gap (eV): 5.3
Spin multiplicity: 1

***

Entry from the OMol25 dataset: the molecule C5H8O2 at a distorted geometry (ωB97M-V/def2-TZVPD).

Each line ends with the Löwdin charge.
CARTESIAN COORDINATES (ANGSTROEM)
C  0.252  -1.589  -1.165  0.019
C  -0.156  -0.181  -1.036  -0.329
O  -0.537  0.443  -2.034  0.081
C  -0.421  0.496  0.279  -0.497
O  -1.708  0.907  -0.043  -0.066
C  0.564  1.388  0.998  -0.054
C  0.184  0.049  1.587  -0.056
H  0.277  -1.841  -2.223  0.094
H  1.210  -1.750  -0.674  0.092
H  -0.498  -2.204  -0.651  0.116
H  -1.386  1.166  -1.159  0.173
H  0.129  2.268  1.470  0.113
H  1.563  1.536  0.596  0.104
H  0.959  -0.724  1.576  0.103
H  -0.431  0.036  2.481  0.108

Total charge: 0
LUMO level (eV): 0.689
SMILES string: CC(=O)C1(O)CC1
Frontier orbital gap (eV): 9.9
Energy above the lowest of the compared OMol25 structures with the same formula, charge and spin (kcal/mol): 60.8
Spin multiplicity: 1

***

Entry from the OMol25 dataset: the molecule C22H44ClN2O8P at a distorted geometry (ωB97M-V/def2-TZVPD).

Each line ends with the Löwdin charge.
CARTESIAN COORDINATES (ANGSTROEM)
C  0.687  4.871  0.687  -0.109
C  -0.810  5.455  1.024  -0.254
O  -1.759  4.952  0.011  -0.228
C  -2.385  3.684  0.419  -0.174
C  -4.040  3.727  0.182  -0.159
O  -4.786  2.968  1.198  -0.219
C  -5.261  1.661  0.649  -0.129
C  -3.953  0.624  0.750  -0.180
O  -4.274  -0.756  0.355  -0.193
C  -3.525  -1.755  1.130  -0.120
C  -2.407  -2.603  0.282  -0.269
O  -2.230  -3.807  1.161  -0.080
C  -2.813  -3.314  -1.142  -0.196
O  -3.992  -3.912  -1.405  0.018
N  -1.665  -3.151  -2.159  0.020
C  -1.163  -1.726  -1.845  -0.496
C  0.162  -1.477  -2.780  -0.166
C  0.748  0.054  -2.763  -0.223
C  2.364  0.181  -2.526  -0.193
C  2.679  1.768  -2.106  -0.206
C  3.216  1.923  -0.556  -0.212
C  4.600  1.040  -0.337  -0.176
C  4.327  0.028  0.931  -0.209
O  5.496  0.084  1.862  -0.276
C  6.555  -0.811  1.339  -0.132
P  -2.534  -0.658  -2.634  0.841
O  -2.344  0.904  -2.483  -0.513
C  -1.018  -1.822  -0.213  -0.531
Cl  -0.605  -0.175  0.530  0.692
C  0.348  -2.708  0.160  -0.120
C  0.703  -2.641  1.793  -0.322
O  1.823  -1.711  2.091  -0.141
C  1.298  -4.163  2.148  -0.219
N  0.265  -5.078  2.770  -0.048
H  0.946  4.974  -0.472  0.095
H  0.724  3.717  0.919  0.069
H  1.454  5.505  1.314  0.083
H  -0.785  6.642  0.901  0.132
H  -1.183  5.237  2.112  0.124
H  -1.965  2.840  -0.312  0.115
H  -2.128  3.348  1.516  0.133
H  -4.346  4.874  0.296  0.141
H  -4.281  3.442  -0.928  0.134
H  -6.106  1.298  1.377  0.137
H  -5.640  1.803  -0.455  0.136
H  -3.165  1.040  -0.009  0.073
H  -3.518  0.748  1.828  0.134
H  -4.330  -2.551  1.508  0.166
H  -3.000  -1.351  2.094  0.134
H  -2.166  -3.500  2.133  0.116
H  -0.934  -3.910  -2.033  0.140
H  1.057  -2.211  -2.539  0.119
H  -0.167  -1.742  -3.896  0.124
H  0.220  0.781  -2.012  0.076
H  0.535  0.501  -3.849  0.132
H  2.821  -0.588  -1.771  0.097
H  2.874  0.055  -3.597  0.119
H  3.524  2.239  -2.802  0.119
H  1.744  2.464  -2.215  0.105
H  2.370  1.682  0.220  0.092
H  3.524  3.058  -0.353  0.116
H  4.856  0.398  -1.286  0.104
H  5.553  1.733  -0.147  0.130
H  3.390  0.312  1.575  0.116
H  4.260  -1.067  0.467  0.120
H  6.914  -0.486  0.260  0.097
H  7.471  -0.719  2.098  0.112
H  6.114  -1.900  1.296  0.096
H  -2.489  -0.936  -4.076  0.045
H  -3.877  -0.970  -2.215  0.038
H  1.316  -2.291  -0.374  0.126
H  0.174  -3.852  -0.134  0.126
H  -0.236  -2.405  2.453  0.132
H  1.462  -1.119  2.830  0.117
H  1.786  -4.638  1.180  0.129
H  2.168  -4.047  2.951  0.130
H  -0.247  -4.595  3.562  0.079
H  -0.397  -5.466  2.063  0.062

Total charge: 0
LUMO level (eV): -0.544
SMILES string: CCOCCOCCOC[C@@]1(O)C(=O)N[C@@](CCCCCCCOC)([PH2]=O)[C@]1(Cl)C[C@H](O)CN
Frontier orbital gap (eV): 8.6
Spin multiplicity: 1

***

Entry from the OMol25 dataset: a cluster of 2 separate species, C12H23N2O13P in total at a distorted geometry (ωB97M-V/def2-TZVPD).

Each line ends with the Löwdin charge.
CARTESIAN COORDINATES (ANGSTROEM)
O  -0.132  0.851  3.983  0.036
O  -4.194  -2.051  0.401  0.120
O  2.493  3.396  1.534  0.047
O  1.232  1.664  -4.740  -0.254
O  -4.168  -2.205  -1.863  0.142
O  -1.566  -1.788  0.791  0.038
O  -1.576  -0.630  -1.177  0.024
O  -1.088  -4.095  -0.513  0.002
O  1.141  -2.772  -0.930  -0.011
O  0.004  3.303  0.111  -0.053
O  -1.214  1.883  -5.026  -0.056
O  0.212  0.213  -6.381  -0.072
O  -0.222  -0.261  -3.857  -0.154
C  0.202  -0.032  3.209  -0.557
C  -3.571  -2.048  -0.654  -0.354
C  1.969  2.472  2.152  -0.439
N  2.236  2.265  3.446  0.038
N  0.720  0.208  2.004  0.120
C  0.069  -1.479  3.627  0.014
C  3.165  3.066  4.242  -0.047
C  0.294  0.144  -2.578  -0.140
C  -2.029  -1.843  -0.574  -0.351
C  -0.176  -0.783  -1.453  -0.214
C  -1.277  -2.936  -1.342  -0.193
C  0.052  -2.275  -1.729  -0.224
C  -0.283  2.250  1.009  -0.196
C  1.014  1.524  1.391  -0.162
P  0.004  0.889  -4.978  0.308
H  -5.116  -2.272  -1.674  0.138
H  -2.245  -1.294  1.292  0.123
H  -0.916  -3.768  0.395  0.107
H  1.129  -3.749  -0.955  0.108
H  0.740  3.821  0.470  0.072
H  -0.865  2.557  -5.618  0.095
H  1.081  -0.181  -6.251  0.091
H  1.673  1.572  3.923  0.097
H  0.925  -0.605  1.444  0.123
H  0.794  -2.095  3.099  0.081
H  -0.939  -1.822  3.404  0.077
H  0.245  -1.552  4.700  0.090
H  3.107  2.776  5.292  0.085
H  4.185  2.918  3.881  0.086
H  2.911  4.124  4.149  0.087
H  -0.024  1.165  -2.332  0.136
H  1.390  0.132  -2.601  0.143
H  0.382  -0.508  -0.557  0.127
H  -1.821  -3.202  -2.256  0.171
H  0.256  -2.460  -2.789  0.155
H  -0.967  1.552  0.524  0.117
H  -0.761  2.649  1.906  0.127
H  1.525  1.312  0.452  0.152

Total charge: 0
LUMO level (eV): 0.228
SMILES string: O=C(O)[C@]1(O)O[C@H](COP(=O)(O)O)[C@@H](O)[C@H]1O.CNC(=O)[C@H](CO)NC(C)=O
Frontier orbital gap (eV): 9.7
Spin multiplicity: 1